(1)
DFT (the ωB97M-V functional and the def2-TZVPD basis) results for C30H27CdN5O4 as an isolated structure.

Results
Total charge = 0
Energy relative to the best compared isomer or geometry (same formula, charge and spin) = 0.0 kcal/mol
HOMO = -7.989 eV
2S+1 = 1

Atoms and positions in Å:
Cd 0.63 -0.47 -0.54
C -1.64 0.59 -3.24
C -1.54 1.29 -1.92
C -0.35 1.91 -1.54
C -0.29 2.69 -0.38
C 0.96 3.45 -0.02
C -1.43 2.81 0.40
C -2.64 2.20 0.04
C -3.88 2.43 0.86
C -2.66 1.42 -1.11
H -1.97 1.30 -4.01
H -2.37 -0.22 -3.21
H -0.68 0.18 -3.55
H 0.52 1.84 -2.20
H 0.87 4.49 -0.34
H 1.84 3.02 -0.52
H 1.13 3.44 1.06
H -1.40 3.42 1.30
H -4.33 3.39 0.58
H -3.66 2.47 1.93
H -4.62 1.65 0.70
H -3.59 0.93 -1.40
O -5.21 0.07 3.32
C -4.14 0.59 3.66
O -3.85 1.45 4.50
C -2.91 0.10 2.83
C -1.65 0.61 3.07
C -0.61 0.28 2.21
N -0.80 -0.53 1.17
C -2.01 -1.06 0.95
C -3.09 -0.78 1.77
C -2.13 -1.94 -0.26
C -3.21 -2.78 -0.46
C -3.27 -3.56 -1.60
C -2.23 -3.48 -2.53
C -1.18 -2.62 -2.26
N -1.14 -1.88 -1.16
C 0.77 0.81 2.37
C 1.20 1.40 3.56
C 2.51 1.84 3.65
C 3.36 1.66 2.57
C 2.86 1.06 1.43
N 1.59 0.66 1.33
H -1.55 1.31 3.89
H -4.09 -1.14 1.60
H -4.00 -2.84 0.28
H -4.11 -4.22 -1.77
H -2.24 -4.06 -3.44
H -0.35 -2.51 -2.94
H 0.53 1.50 4.40
H 2.87 2.30 4.56
H 4.40 1.98 2.60
H 3.48 0.88 0.56
C 5.93 -3.01 -0.70
N 4.79 -2.34 -1.31
C 4.71 -2.11 -2.64
C 3.65 -1.50 -3.21
C 2.58 -1.10 -2.34
O 1.53 -0.52 -2.73
N 2.67 -1.35 -1.02
C 3.75 -1.96 -0.44
O 3.86 -2.16 0.76
H 6.69 -3.17 -1.47
H 5.64 -3.96 -0.27
H 6.34 -2.39 0.09
H 5.56 -2.45 -3.22
H 3.60 -1.31 -4.27

Atomic partial charges in e from the natural (NBO) method, atoms 1 to 4: 1.693 -0.667 0.105 -0.383

---

(2)
DFT (the ωB97M-V functional and the def2-TZVPD basis) results for C30H27Cl5N5O8RuSSe2 as an isolated structure.

Results
Expectation value of S² = 8.783
Total charge = -2
Energy relative to the best compared isomer or geometry (same formula, charge and spin) = 0.0 kcal/mol
HOMO (alpha / beta) = -0.858 / -2.782 eV
2S+1 = 6

Atoms and positions in Å:
Ru 0.31 -0.01 0.10
C -5.59 3.77 3.40
C -4.91 3.08 2.24
C -3.53 2.98 2.17
C -2.91 2.36 1.11
C -3.69 1.83 0.09
C -5.07 1.90 0.14
C -5.68 2.52 1.22
S -2.89 1.07 -1.31
O -2.08 2.11 -1.91
O -3.94 0.54 -2.15
N -1.91 0.02 -0.66
C -2.25 -1.25 -0.25
C -3.49 -1.90 -0.44
C -3.65 -3.17 0.05
C -2.61 -3.80 0.72
C -1.43 -3.11 0.86
N -1.25 -1.87 0.41
H -4.86 4.25 4.06
H -6.16 3.05 4.00
H -6.29 4.53 3.05
H -2.92 3.40 2.97
H -1.83 2.26 1.06
H -5.65 1.47 -0.67
H -6.76 2.58 1.28
H -4.26 -1.40 -0.99
H -4.59 -3.69 -0.11
H -2.71 -4.80 1.12
H -0.59 -3.56 1.38
C 3.91 1.69 -1.63
N 2.66 1.76 -2.34
C 1.46 2.02 -1.77
Se 1.17 2.57 -0.02
N 0.52 1.92 -2.72
C 1.09 1.51 -3.91
C 0.54 1.18 -5.14
C 1.43 0.82 -6.14
C 2.80 0.79 -5.92
C 3.35 1.10 -4.69
C 2.46 1.44 -3.68
H 3.73 1.28 -0.63
H 4.37 2.67 -1.54
H 4.58 1.01 -2.17
H -0.48 1.98 -2.50
H -0.53 1.17 -5.28
H 1.04 0.51 -7.10
H 3.46 0.47 -6.73
H 4.42 1.03 -4.51
C 4.06 -2.06 -0.92
C 2.88 -1.76 -0.03
N 2.08 -2.81 0.26
O 2.71 -0.63 0.46
H 4.40 -3.08 -0.78
H 4.85 -1.34 -0.72
H 3.72 -1.96 -1.96
H 1.90 -3.45 -0.53
H 1.23 -2.53 0.73
Cl -1.20 -1.32 4.01
C 0.50 -1.61 3.84
C 1.38 -0.51 3.51
C 2.78 -0.81 3.66
Cl 3.97 0.37 3.21
C 3.23 -2.06 4.03
Cl 4.93 -2.38 4.14
C 2.34 -3.11 4.31
Cl 2.93 -4.67 4.74
C 0.97 -2.85 4.22
Cl -0.13 -4.10 4.69
O -0.33 -1.91 -4.01
Se 0.94 -2.08 -3.03
O 2.35 -1.83 -3.81
O 0.87 -0.90 -1.83
O 0.96 -3.53 -2.28
C 1.46 2.06 3.47
C 0.86 0.74 3.05
O -0.18 0.81 2.32
H 2.05 1.99 4.38
H 0.62 2.75 3.63
H 2.08 2.48 2.67

Atomic partial charges in e from the Löwdin method, atoms 1 to 4: 1.190 -0.066 -0.286 -0.030